No. 1
Molecular formula: C22H24F7NO23
Method: DFT, ωB97M-V/def2-TZVPD

LUMO energy   -0.013 Eh
HOMO level   -10.99 eV
SMILES string   O=C1OC[C@@H](F)O1.O=C1OC[C@@H](F)O1.O=C1OC[C@@H](F)O1.O=C1OC[C@@H](F)O1.O=C1OC[C@@H](F)O1.O=C1OC[C@@H](F)O1.O=C1OC[C@@H](F)O1.C[N+](=O)[O-]

```
77
C22H24F7NO23 ωB97M-V/def2-TZVPD
C 0.3442 -0.6002 0.0620
N -0.5289 0.5115 0.5200
O -0.0525 1.5557 0.8994
O -1.7156 0.3159 0.5247
H -0.2991 -1.3406 -0.4135
H 0.8876 -0.9117 0.9541
H 1.0883 -0.2679 -0.6618
C -8.0221 -1.1487 -1.6248
C -8.9469 0.1165 -1.5157
O -10.0618 -0.2158 -2.2547
C -9.7512 -1.2255 -3.1123
O -10.4851 -1.5698 -4.0843
O -8.5640 -1.7623 -2.7923
F -8.4036 1.2557 -2.0395
H -8.2254 -1.9179 -0.8798
H -6.9761 -0.9744 -1.8769
H -9.1255 0.3842 -0.4743
C 2.1664 -9.3323 0.7660
C 1.9186 -8.1670 -0.1965
O 1.0442 -8.6117 -1.0615
C 1.1212 -9.9601 -1.0987
O 0.6174 -10.7172 -1.8731
O 1.8305 -10.4048 -0.0736
F 3.0082 -7.6074 -0.7211
H 1.4602 -9.2880 1.5951
H 3.2403 -9.4198 0.9309
H 1.3742 -7.4096 0.3674
C -6.3892 1.2160 5.3387
C -7.1192 0.7191 6.5792
O -7.8287 1.8469 7.0394
C -7.8990 2.7750 5.9452
O -8.5473 3.8099 5.8784
O -7.1982 2.3476 4.9023
F -6.1464 0.3972 7.5144
H -6.2633 0.4129 4.6125
H -5.4304 1.5368 5.7462
H -7.8561 -0.0581 6.3765
C 6.0375 4.4287 3.1168
C 4.9132 5.3541 2.7531
O 5.2150 5.6242 1.4162
C 6.3002 5.0432 1.0338
O 6.9603 5.2109 -0.0338
O 6.6616 4.1153 1.8962
F 4.9606 6.6025 3.3837
H 5.6355 3.5239 3.5725
H 6.7389 5.0022 3.7230
H 3.9102 4.9369 2.8428
C 8.6251 -4.3954 -1.1838
C 8.4923 -5.3169 0.0557
O 7.5093 -4.8766 0.8645
C 7.3211 -3.6206 0.6453
O 6.6378 -2.8879 1.4091
O 7.9952 -3.2476 -0.5777
F 9.7073 -5.3196 0.6413
H 8.1044 -4.7400 -2.0772
H 9.6388 -4.0821 -1.4338
H 8.2441 -6.3542 -0.1688
C 5.6081 -0.5454 -6.2617
C 6.4742 0.7089 -6.3787
O 6.8850 0.7904 -7.6904
C 6.7865 -0.3757 -8.2351
O 7.2525 -0.6735 -9.3896
O 6.2255 -1.2432 -7.3824
F 7.5811 0.7616 -5.6129
H 4.5842 -0.3140 -6.5554
H 5.7984 -1.0343 -5.3063
H 5.9550 1.6308 -6.1168
C -6.1909 7.7020 -0.2645
C -5.3465 7.4013 0.9863
O -6.2065 7.6921 2.0112
C -6.9227 8.7738 1.5857
O -7.7179 9.3506 2.3502
O -6.8031 8.9055 0.2664
F -4.1379 8.0288 1.1005
H -6.8936 6.9197 -0.5513
H -5.6173 7.9055 -1.1688
H -5.1883 6.3240 0.9367
```

Atomic partial charges in e from the Löwdin method, atoms 1 to 5: 0.044, -0.469, 0.064, 0.062, 0.097



No. 2
Molecular formula: C37H60Cl12N2O17Zr
Method: DFT, ωB97M-V/def2-TZVPD

LUMO energy (alpha / beta)   -0.131 / -0.126 Eh
HOMO level (alpha / beta)   -9.58 / -9.73 eV
Total charge   +1
Spin multiplicity   2

```
129
C37H60Cl12N2O17Zr ωB97M-V/def2-TZVPD
Zr 13.0682 0.0688 -14.0327
C 9.3490 0.6471 -15.6589
C 10.0612 1.8905 -16.3899
C 9.0930 3.0394 -16.0359
C 9.5060 4.4697 -16.4312
C 10.7807 4.7658 -15.6709
C 11.8938 3.6802 -15.9905
N 11.3872 2.2641 -15.8089
O 12.3995 1.2516 -15.8704
C 13.0106 4.0139 -14.9949
C 12.4170 4.0476 -17.4001
C 10.1673 1.6138 -17.9127
H 9.3386 0.9040 -14.5996
H 9.7732 -0.3569 -15.6596
H 8.3246 0.5306 -16.0126
H 8.6806 3.0535 -15.0271
H 8.1902 2.7709 -16.5844
H 8.8774 5.2983 -16.1048
H 9.6833 4.6674 -17.4884
H 10.6286 4.8332 -14.5937
H 11.1803 5.7432 -15.9417
H 13.2288 5.0766 -15.1010
H 14.0239 3.6450 -15.1536
H 12.7256 3.8792 -13.9515
H 13.0950 3.2085 -17.5559
H 13.0618 4.9258 -17.3671
H 11.6568 4.1454 -18.1751
H 10.6034 0.6151 -17.9311
H 10.9016 2.2261 -18.4360
H 9.3143 1.7128 -18.5840
C 13.5942 -3.9816 -15.9977
C 14.9242 -3.3041 -16.4772
C 15.1603 -3.9620 -17.9008
C 16.3848 -3.3902 -18.6256
C 16.0916 -1.8474 -18.8391
C 15.7221 -1.0737 -17.5152
N 14.7370 -1.8691 -16.7115
O 14.2926 -1.1348 -15.5038
C 14.9495 0.1752 -17.9712
C 17.0602 -0.8127 -16.8101
C 16.0936 -3.5737 -15.4851
H 12.7531 -3.6845 -16.6240
H 13.3742 -3.7486 -14.9559
H 13.5273 -5.0563 -16.1671
H 14.3389 -4.2391 -18.5617
H 15.4930 -4.9655 -17.6356
H 16.5327 -3.8610 -19.5975
H 17.2736 -3.6674 -18.0587
H 15.3178 -1.7064 -19.5938
H 16.8689 -1.4596 -19.4975
H 13.8849 0.0843 -18.1871
H 15.4056 0.6154 -18.8580
H 15.1040 0.9453 -17.2154
H 16.8440 -0.7788 -15.7423
H 17.5628 0.1164 -17.0789
H 17.9155 -1.4594 -17.0059
H 16.9821 -3.0522 -15.8409
H 16.4223 -4.6064 -15.3680
H 15.9292 -3.1352 -14.5008
C 11.3622 -1.4471 -19.9463
Cl 10.4407 -2.4096 -18.7597
Cl 10.3334 -0.2999 -20.8123
Cl 12.1450 -2.5554 -21.0073
H 12.0565 -0.7937 -19.4180
C 18.1304 -3.3746 -22.5464
Cl 19.3976 -4.5193 -22.8775
Cl 17.7445 -2.4314 -23.9993
Cl 18.7673 -2.3614 -21.2121
H 17.2775 -3.9991 -22.2806
C 20.8458 -2.6469 -15.6656
Cl 20.9354 -4.1792 -14.7379
Cl 20.3245 -3.1582 -17.3143
Cl 22.3891 -1.7681 -15.7120
H 20.0491 -2.0620 -15.2059
C 16.3398 -8.1376 -14.5045
Cl 14.9020 -7.4995 -15.3327
Cl 17.3866 -6.9943 -13.7017
Cl 17.3981 -8.9624 -15.6971
H 15.9883 -8.8879 -13.7962
C 17.1227 2.4011 -20.4546
C 17.5012 1.0133 -20.9721
O 18.4792 0.5157 -20.0916
C 18.8454 1.4039 -19.2287
O 19.8146 1.2120 -18.4666
O 18.0457 2.4825 -19.2987
H 16.0695 2.4288 -20.1750
H 17.2879 3.1611 -21.2182
H 17.7804 0.9401 -22.0232
H 16.6173 0.3775 -20.9212
C 18.1045 2.6675 -13.8865
C 18.0171 2.7869 -15.3890
O 16.6585 2.4694 -15.6189
C 16.1255 1.7933 -14.5705
O 14.9770 1.3582 -14.4657
O 17.0623 1.6761 -13.6015
H 18.0581 3.6480 -13.4127
H 19.0302 2.2184 -13.5266
H 18.6981 2.0824 -15.8663
H 18.1956 3.7637 -15.8386
C 8.8439 -3.1742 -13.0536
C 8.8573 -3.7953 -14.3990
O 10.0322 -3.2428 -14.8814
C 10.5498 -2.2437 -14.1320
O 11.5922 -1.6211 -14.4537
O 9.8971 -2.2141 -13.0372
H 9.1668 -4.0049 -12.4261
H 7.8485 -2.8456 -12.7545
H 7.9835 -3.5788 -15.0136
H 9.1038 -4.8477 -14.2583
C 18.6307 -3.5916 -11.2907
C 18.1436 -3.6571 -12.7292
O 18.4889 -2.4632 -13.3387
C 19.1559 -1.6544 -12.5298
O 19.7314 -0.7015 -12.9294
O 19.2304 -2.3230 -11.3043
H 19.3373 -4.4212 -11.3119
H 17.8730 -3.7670 -10.5271
H 17.0751 -3.8708 -12.7527
H 18.6807 -4.3929 -13.3277
C 18.8638 -6.3304 -19.9043
C 18.2461 -6.4715 -18.5305
O 19.2750 -7.2657 -17.8407
C 20.4443 -7.0952 -18.5205
O 21.5558 -7.4195 -18.1153
O 20.2228 -6.4765 -19.6208
H 18.7642 -5.3755 -20.4204
H 18.5943 -7.0893 -20.6388
H 17.2681 -6.9525 -18.5425
H 18.2214 -5.4873 -18.0627
```

Atomic partial charges in e from the Löwdin method, atoms 1 to 5: 1.757, -0.021, -0.443, -0.145, -0.168



No. 3
Molecular formula: C21H46N6O9
Method: DFT, ωB97M-V/def2-TZVPD

LUMO energy   0.015 Eh
HOMO level   -9.10 eV
SMILES string   O=C1OCCO1.CN(C)C=O.CN(C)C=O.CN(C)C=O.CN(C)C=O.CN(C)C=O.CN(C)C=O

```
82
C21H46N6O9 ωB97M-V/def2-TZVPD
C 1.2983 -4.3878 3.4049
O 0.3755 -5.0280 3.8981
N 2.4224 -4.0343 4.0746
C 3.4416 -3.2653 3.3819
C 2.6180 -4.4760 5.3871
H 1.2481 -3.9177 2.4121
H 4.3630 -3.8168 3.3769
H 3.5410 -2.2804 3.8751
H 3.1339 -3.1571 2.3331
H 3.5286 -5.0560 5.4476
H 2.7746 -3.6826 6.1511
H 1.8810 -5.1833 5.7560
C 1.9609 2.9099 2.3992
O 2.5246 3.8989 2.7479
N 1.8383 1.7383 3.1739
C 1.0380 0.6375 2.6461
C 2.2463 1.8151 4.5423
H 1.4608 2.8305 1.3878
H 1.5840 -0.2612 2.9946
H 0.9769 0.6786 1.5465
H 0.0463 0.5995 3.1750
H 2.4455 2.8219 4.8737
H 1.5251 1.3537 5.2105
H 3.1809 1.2717 4.7223
C -3.3975 -1.7341 0.5076
O -3.2742 -0.6025 0.0270
N -2.6819 -2.2209 1.5312
C -2.9100 -3.5537 2.0445
C -1.6719 -1.4015 2.1101
H -4.1525 -2.4152 0.0643
H -3.7772 -4.1077 1.6731
H -3.1282 -3.5100 3.1495
H -2.0541 -4.1894 1.8419
H -0.9032 -2.1000 2.3629
H -1.3670 -0.6770 1.3496
H -2.0616 -1.0230 3.0568
C -1.9829 2.6571 -5.1083
O -1.4104 1.6684 -5.5953
N -1.5136 3.2648 -4.0164
C -2.2080 4.4192 -3.4678
C -0.2706 2.8120 -3.4007
H -2.8918 3.1393 -5.4776
H -2.5703 4.2365 -2.4437
H -3.1125 4.7173 -4.0326
H -1.5536 5.3121 -3.5153
H -0.3658 2.7088 -2.3396
H 0.1335 1.8540 -3.7204
H 0.5729 3.5280 -3.4517
C 0.8400 -1.6987 -0.1482
O 1.1741 -2.5524 0.6165
N -0.1986 -1.7089 -1.0299
C -0.9950 -2.9020 -1.2187
C -0.4448 -0.5529 -1.8638
H 1.3613 -0.7002 -0.2674
H -2.0189 -2.8211 -0.9186
H -0.7546 -3.7918 -0.6509
H -1.0484 -3.3356 -2.2245
H 0.2353 0.2502 -1.5911
H -0.2496 -0.7717 -2.9217
H -1.4998 -0.2008 -1.7240
C 2.7767 2.4677 -0.9497
O 1.6655 1.9232 -0.8322
N 3.1109 3.7295 -0.6563
C 4.5094 4.1463 -0.5593
C 2.1281 4.7326 -0.3322
H 3.6929 1.9870 -1.2864
H 5.1244 3.3572 -0.9546
H 4.8224 4.4172 0.4331
H 4.6727 5.0221 -1.1514
H 1.0975 4.3735 -0.5571
H 2.2202 5.0684 0.7308
H 2.2529 5.5722 -1.0180
C -2.9996 -1.6895 -4.2736
C -3.3304 -0.2358 -4.4522
O -4.7248 -0.2105 -4.1214
C -5.0464 -1.2997 -3.4454
O -6.1428 -1.4338 -3.0511
O -3.9453 -2.1383 -3.3509
H -1.9992 -1.9593 -3.9670
H -3.1833 -2.2588 -5.1812
H -3.2816 0.1400 -5.4477
H -2.7227 0.2828 -3.7011
```

Atomic partial charges in e from the Löwdin method, atoms 1 to 5: -0.320, -0.012, -0.207, -0.041, -0.083



No. 4
Molecular formula: C29H116CsF2NO33S2
Method: DFT, ωB97M-V/def2-TZVPD

LUMO energy   -0.014 Eh
HOMO level   -9.12 eV

```
184
C29H116CsF2NO33S2 ωB97M-V/def2-TZVPD
Cs -3.2454 2.6737 -0.7128
N 0.0267 -0.8302 0.8414
S -0.8701 -1.2560 -0.2763
O -0.2471 -1.6625 -1.4940
O -2.1542 -0.5838 -0.3771
F -1.3125 -2.6389 0.3942
S 0.6729 0.5888 0.1082
O -0.2198 1.7013 -0.2352
O 1.8556 0.4780 -0.7495
F 1.3846 1.1926 1.4348
C -3.3408 6.5852 0.3674
O -2.2099 5.7855 0.2490
H -3.6219 7.0493 -0.5779
H -4.3013 6.1360 0.6199
H -3.3116 7.4025 1.0879
H -1.4403 6.3544 0.1747
C -4.0088 -1.0352 -4.4520
O -5.2830 -0.9615 -3.8388
H -3.7846 -1.9854 -4.9367
H -4.0142 -0.2857 -5.2435
H -3.1911 -0.7062 -3.8107
H -5.9282 -0.8646 -4.5431
C -1.1485 -3.5464 -4.7368
O -2.4165 -4.2268 -4.6003
H -0.5553 -3.8900 -5.5842
H -1.3666 -2.4978 -4.9394
H -0.5341 -3.6871 -3.8475
H -2.9092 -4.1041 -5.4150
C 4.2829 -2.0902 4.3667
O 4.9272 -0.9618 4.8467
H 3.2177 -2.0367 4.1421
H 4.8590 -2.4740 3.5247
H 4.4008 -2.8343 5.1544
H 4.4966 -0.7159 5.6688
C 6.0729 1.0344 -0.9481
O 7.0124 0.1908 -0.2102
H 6.0055 2.0514 -0.5620
H 6.4523 1.1359 -1.9649
H 5.0551 0.6811 -1.1140
H 6.6496 0.2157 0.6783
C 2.4885 -2.9223 1.5397
O 1.2524 -2.6927 2.1546
H 3.1784 -2.0789 1.5696
H 3.0602 -3.7534 1.9527
H 2.3569 -3.1678 0.4859
H 0.8289 -1.9466 1.7238
C 4.7442 1.1707 2.1633
O 5.8392 0.3048 2.3221
H 3.8375 0.6593 2.4865
H 4.8182 2.1054 2.7191
H 4.5603 1.4018 1.1140
H 5.6293 -0.2025 3.1097
C 1.5679 -1.1909 -6.2673
O 0.2765 -0.6565 -6.5696
H 1.9273 -1.7728 -7.1161
H 2.2889 -0.3821 -6.1488
H 1.5766 -1.9397 -5.4753
H -0.1999 -1.0945 -7.2787
C -2.5258 -5.1656 3.8133
O -2.3774 -6.0510 4.8329
H -1.6101 -5.0634 3.2309
H -3.2811 -5.6997 3.2368
H -2.9700 -4.2368 4.1712
H -2.2006 -5.5869 5.6545
C 1.8151 3.8534 -0.9001
O 2.4873 4.9844 -0.4392
H 2.2023 3.6426 -1.8970
H 2.1140 3.0965 -0.1750
H 0.7276 3.9231 -0.8756
H 3.3976 4.7215 -0.2847
C -0.2435 6.0400 3.6661
O -0.1086 5.2140 4.7954
H 0.1738 5.6509 2.7374
H -1.2723 6.3986 3.6363
H 0.2725 6.9763 3.8788
H 0.8217 4.9777 4.7822
C 3.6529 -1.9411 -3.0193
O 3.6319 -0.5801 -2.6570
H 4.0718 -1.9970 -4.0240
H 4.2741 -2.4638 -2.2919
H 2.6022 -2.2307 -3.0392
H 3.0239 -0.5211 -1.9164
C 1.3458 -4.7351 -1.7071
O 2.2887 -5.5513 -1.0743
H 1.6084 -3.6773 -1.6972
H 1.2494 -4.9628 -2.7686
H 0.4070 -4.6598 -1.1582
H 3.0862 -5.5388 -1.6085
C -2.0009 3.0512 2.6376
O -2.6676 1.8852 2.1826
H -1.5304 2.9153 3.6114
H -1.2252 3.2081 1.8881
H -2.6495 3.9270 2.6166
H -2.1909 1.0896 2.4304
C 4.5276 3.0918 -3.3670
O 4.0909 3.1464 -4.7642
H 4.4274 4.0845 -2.9282
H 3.9574 2.3434 -2.8166
H 5.5736 2.8085 -3.2506
H 4.2431 2.2686 -5.1218
C -4.7584 -1.6556 1.7971
O -6.0477 -1.6211 2.4263
H -4.7551 -1.2648 0.7796
H -4.1312 -0.9539 2.3470
H -4.3117 -2.6479 1.8605
H -5.8618 -1.8628 3.3366
C 3.5121 4.5883 3.8959
O 2.6579 5.0292 4.9488
H 3.5325 5.3823 3.1494
H 4.4958 4.3114 4.2748
H 3.0053 3.7303 3.4542
H 2.8185 5.9490 5.1723
C 1.3988 7.8453 0.7559
O 0.6061 6.7915 0.1964
H 0.8193 8.5800 1.3149
H 2.1150 7.4321 1.4661
H 1.9732 8.4453 0.0500
H 1.2139 6.1066 -0.0918
C -1.3175 4.3763 -3.8625
O -1.8841 3.1744 -3.5375
H -1.4794 5.1185 -3.0808
H -0.2364 4.2442 -3.9074
H -1.7401 4.8502 -4.7484
H -1.4776 2.5113 -4.1002
C -1.5095 -1.6210 3.7447
O -1.3530 -0.3911 3.0004
H -0.5841 -1.8239 4.2837
H -2.2949 -1.4773 4.4867
H -1.7258 -2.5201 3.1676
H -0.8041 -0.6303 2.2500
C -0.4272 -6.5728 1.3021
O -0.1165 -7.1629 0.0692
H -1.0374 -7.1934 1.9584
H 0.5384 -6.2462 1.6882
H -1.0431 -5.6997 1.0866
H 0.5051 -6.5442 -0.3213
C -6.1974 -3.5587 -0.7814
O -6.2942 -4.7412 -1.5079
H -6.4402 -2.7293 -1.4458
H -6.9461 -3.5279 0.0102
H -5.1964 -3.3901 -0.3846
H -5.4616 -4.8377 -1.9758
C 1.1494 1.5399 4.6021
O -0.0343 0.9139 5.1859
H 1.7839 0.8264 4.0763
H 0.8477 2.3022 3.8838
H 1.7803 2.0809 5.3074
H -0.5211 0.4663 4.4899
C -2.7467 -5.3089 -1.3504
O -3.6836 -5.0666 -2.3692
H -2.1642 -6.2056 -1.5621
H -1.9608 -4.5653 -1.2184
H -3.2436 -5.3844 -0.3832
H -3.2287 -4.8430 -3.1845
C 0.7948 -4.6623 5.1087
O 1.1857 -4.9385 3.7960
H 1.0201 -5.4741 5.8003
H 1.4968 -3.8963 5.4382
H -0.2506 -4.3604 5.1724
H 0.9773 -4.1578 3.2777
C 5.8485 0.2554 -5.2694
O 4.4926 0.4070 -5.0962
H 6.3065 -0.0327 -4.3232
H 6.0419 -0.5501 -5.9778
H 6.3030 1.1231 -5.7475
H 4.3048 0.0309 -4.2331
C -6.4046 2.0704 2.6427
O -5.3506 2.9484 2.2213
H -6.3163 1.0989 2.1564
H -6.3239 1.8768 3.7123
H -7.4112 2.4425 2.4519
H -4.5043 2.5575 2.4505
C -6.3497 0.5175 -1.1109
O -5.0295 0.4401 -1.5043
H -6.9240 1.3405 -1.5362
H -6.8775 -0.3940 -1.3914
H -6.3660 0.5689 -0.0222
H -5.0263 -0.0524 -2.3283
C 0.7787 1.1786 -3.8109
O -0.2994 1.3178 -4.7796
H 0.7806 0.1502 -3.4495
H 1.7599 1.3406 -4.2571
H 0.5956 1.8016 -2.9354
H -0.1992 0.6445 -5.4565
```

Atomic partial charges in e from the Löwdin method, atoms 1 to 5: 1.105, -0.284, 0.417, -0.247, -0.280



no.,E_tot (Ha)
1,-3336.90458
2,-8403.32683
3,-1833.43674
4,-4727.91575